Density functional theory data (ωB97M-V with the def2-TZVPD basis set) for 13 unconnected molecules or ions with the total composition C3H31O13.

Each line ends with the natural charge from an NBO analysis.
CARTESIAN COORDINATES (ANGSTROEM)
C (-9.5948, 5.4234, -19.0771)  -0.64
C (-8.4256, 4.8819, -18.2046)  0.13
C (-8.8111, 3.6140, -17.3909)  -0.64
O (-7.2991, 4.7038, -18.9730)  -1.04
H (-10.4230, 5.5186, -18.3749)  0.17
H (-9.9078, 4.8478, -19.9482)  0.22
H (-9.3847, 6.4562, -19.3549)  0.19
H (-8.1684, 5.5677, -17.3974)  0.08
H (-7.9743, 3.0384, -16.9953)  0.22
H (-9.2940, 2.8473, -17.9968)  0.18
H (-9.5859, 3.7824, -16.6430)  0.19
O (-6.6531, 1.7600, -19.6249)  -0.96
H (-6.8543, 2.6955, -19.6012)  0.49
H (-7.4332, 1.3375, -19.2654)  0.46
O (-10.8161, 4.1913, -13.7412)  -0.95
H (-11.1999, 4.6746, -13.0095)  0.46
H (-11.2238, 4.5708, -14.5196)  0.49
O (-7.6847, 8.6453, -17.6159)  -0.96
H (-7.2224, 7.9306, -17.1781)  0.49
H (-7.8135, 8.3344, -18.5120)  0.49
O (-6.3445, 4.3103, -21.7862)  -0.97
H (-6.0800, 3.9563, -20.9371)  0.48
H (-6.7604, 5.1470, -21.5783)  0.49
O (-4.6327, 4.0175, -18.6907)  -0.99
H (-5.5429, 4.2616, -18.8585)  0.50
H (-4.6762, 3.1004, -18.4200)  0.46
O (-6.6723, 6.9576, -20.4700)  -1.00
H (-6.7705, 6.2894, -19.7917)  0.51
H (-5.7643, 7.2496, -20.3896)  0.47
O (-12.0398, 5.7334, -15.5814)  -0.96
H (-11.2134, 5.9378, -16.0191)  0.50
H (-12.2266, 6.5062, -15.0485)  0.48
O (-9.0997, 2.6888, -21.3155)  -0.95
H (-8.6567, 3.4702, -21.6463)  0.49
H (-8.9006, 2.6783, -20.3793)  0.46
O (-11.9333, 5.0622, -22.2703)  -0.93
H (-12.7293, 4.5669, -22.4636)  0.46
H (-12.0954, 5.4510, -21.4108)  0.47
O (-10.0375, 7.5610, -16.5396)  -0.98
H (-10.7607, 7.6720, -17.1568)  0.46
H (-9.3232, 8.0784, -16.9114)  0.50
O (-5.7801, 5.1801, -15.7779)  -0.95
H (-6.3772, 5.2122, -16.5254)  0.47
H (-5.3206, 4.3459, -15.8735)  0.47
O (-8.5005, 5.4728, -14.3221)  -0.95
H (-9.4129, 5.1915, -14.2546)  0.47
H (-8.3908, 5.7130, -15.2421)  0.46

Calculated values
* electronic energy: -30233.7648 eV
* total charge: -1
* ΔE to the lowest compared entry with this formula, charge and spin: 74.14 kJ/mol
* highest occupied orbital energy: -5.33 eV

Density functional theory data (ωB97M-V with the def2-TZVPD basis set) for 12 unconnected molecules or ions with the total composition C3H32NO11.

Each line ends with the natural charge from an NBO analysis.
CARTESIAN COORDINATES (ANGSTROEM)
C (-1.1281, 0.6047, 0.0292)  -0.22
C (-1.9416, 1.7453, -0.5501)  -0.43
C (-1.8456, 1.7952, -2.0684)  -0.61
N (-1.2683, 0.5290, 1.5038)  -0.71
H (-1.3929, -0.3661, -0.3730)  0.21
H (-0.0812, 0.7095, -0.2064)  0.22
H (-1.6144, 2.6815, -0.0873)  0.20
H (-2.9902, 1.6392, -0.2642)  0.23
H (-0.8381, 2.0099, -2.4023)  0.21
H (-2.1682, 0.8677, -2.5344)  0.21
H (-2.4792, 2.5793, -2.4493)  0.23
H (-0.8719, 1.3684, 1.9086)  0.43
H (-2.2624, 0.4093, 1.7082)  0.46
H (-0.7872, -0.3210, 1.8680)  0.47
H (-3.7775, -1.8834, -2.1839)  0.49
H (-2.3253, -1.8489, -1.7285)  0.50
O (-3.2224, -1.8443, -1.3852)  -0.99
H (3.2307, -1.5593, 1.6102)  0.52
H (4.1306, -1.6854, 0.3121)  0.50
O (3.3260, -1.2532, 0.6579)  -1.01
H (1.8186, 2.0792, 1.2355)  0.52
H (1.0025, 3.4042, 1.3596)  0.49
O (0.9443, 2.5124, 1.0020)  -1.02
H (-0.3783, -2.4479, 2.9369)  0.50
H (0.3035, -2.1405, 1.5787)  0.51
O (0.0498, -1.7371, 2.4591)  -1.02
H (2.9583, -0.8189, 3.7348)  0.49
H (1.7783, -1.6484, 3.1093)  0.51
O (2.7639, -1.6427, 3.2524)  -0.97
H (-0.4273, -2.7837, -2.6772)  0.50
H (0.0013, -1.3111, -2.3932)  0.53
O (-0.5799, -2.0423, -2.0830)  -1.00
H (1.2136, 3.0941, -2.1545)  0.48
H (1.0277, 2.5202, -0.7314)  0.51
O (1.4180, 2.3284, -1.6082)  -0.99
H (1.3535, 0.7031, -2.3653)  0.52
H (1.8487, -0.2325, -3.5450)  0.49
O (1.2708, -0.1967, -2.7637)  -1.01
H (1.7866, -2.1381, 0.1343)  0.51
H (0.4031, -2.3899, -0.6188)  0.51
O (0.9054, -2.6118, 0.2056)  -1.00
H (-3.6140, -0.9193, 0.0842)  0.52
H (-4.5235, -0.7931, 1.3411)  0.49
O (-3.7657, -0.4055, 0.9054)  -1.01
H (3.3213, 0.4160, 1.1809)  0.51
H (4.1243, 1.7395, 1.4294)  0.49
O (3.3023, 1.2850, 1.6260)  -0.99

Calculated values
* electronic energy: -27640.7211 eV
* total charge: +1
* ΔE to the lowest compared entry with this formula, charge and spin: 0.00 kJ/mol
* highest occupied orbital energy: -14.20 eV

Density functional theory data (ωB97M-V with the def2-TZVPD basis set) for 14 unconnected molecules or ions with the total composition C3H33NO13.

Each line ends with the natural charge from an NBO analysis.
CARTESIAN COORDINATES (ANGSTROEM)
C (-1.9449, -3.7271, -0.5657)  -0.47
C (-1.7229, -3.0374, 0.5465)  0.00
N (-2.5978, -2.0666, 1.1008)  -0.66
C (-2.1631, -0.6297, 1.0309)  -0.42
H (-2.8898, -3.7307, -1.0218)  0.19
H (-1.3747, -4.5310, -0.8681)  0.21
H (-0.7703, -3.0198, 1.1085)  0.18
H (-3.5078, -2.2219, 0.9086)  0.36
H (-1.0524, -0.5419, 1.1938)  0.21
H (-2.3371, -0.2972, -0.0832)  0.18
H (-2.7393, -0.0890, 1.8404)  0.21
H (-1.6048, -0.6005, 4.3774)  0.50
H (-0.9458, -1.8216, 3.4555)  0.52
O (-0.9417, -0.9738, 3.9029)  -0.97
H (-3.2630, 2.6542, -1.5334)  0.46
H (-2.7461, 1.1830, -1.5242)  0.50
O (-3.1202, 1.9176, -1.0172)  -0.98
H (0.5476, 4.4822, 0.3186)  0.48
H (0.2540, 3.7411, 1.7232)  0.49
O (0.9330, 4.0085, 1.0600)  -0.97
H (1.7147, 2.3727, -1.9896)  0.45
H (3.1323, 1.9598, -2.0420)  0.49
O (2.4661, 2.4636, -2.3840)  -0.94
H (1.2627, 1.6425, -4.0831)  0.48
H (1.2733, 0.1326, -4.4612)  0.48
O (1.0478, 1.0440, -4.7786)  -0.96
H (-1.2207, 1.3402, -3.3794)  0.50
H (-1.1216, -0.1405, -2.7411)  0.50
O (-1.3033, 0.7621, -2.5949)  -0.98
H (3.0713, 1.5306, 0.5442)  0.50
H (4.2970, 2.3098, -0.0624)  0.48
O (3.7822, 1.5234, -0.1331)  -0.97
H (3.0720, -2.1363, 0.9619)  0.47
H (2.2297, -1.6853, -0.1204)  0.49
O (2.3059, -2.4100, 0.4443)  -0.96
H (-3.1709, 2.1007, 1.7512)  0.51
H (-2.6813, 2.6514, 3.2431)  0.47
O (-2.4568, 2.4052, 2.3893)  -0.98
H (0.5541, 1.8985, 0.9048)  0.50
H (1.2052, 0.4435, 1.3139)  0.52
O (0.8374, 1.0615, 0.6454)  -1.02
H (1.5280, 0.5067, 3.9349)  0.47
H (0.1837, 0.0256, 3.3572)  0.50
O (1.0864, 0.3731, 3.1105)  -1.01
H (-0.0413, -0.8186, -0.7079)  0.47
H (0.8038, 0.4852, -1.0514)  0.51
O (0.6517, -0.5077, -1.2221)  -1.00
H (1.7760, -3.7004, -1.8313)  0.46
H (1.5772, -4.2647, -0.4933)  0.48
O (1.7308, -4.5462, -1.5125)  -0.94

Calculated values
* electronic energy: -31750.9559 eV
* ΔE to the lowest compared entry with this formula, charge and spin: 593.36 kJ/mol
* highest occupied orbital energy: -8.60 eV

What strongest force on any atom values result from the calculations? In sequence: 1.836 1.284 8.260 eV/Å.